21
Properties=species:S:1:pos:R:3 method="wB97M-V/def2-TZVPD" lumo_energy_ev=2.1 charge=-1 homo_ev=-2.86 orbital_gap_ev=4.951 mol_weight_g_mol=117.17 energy_ev=-10415.796
C -0.4467 0.6627 0.1346
N -1.3224 -0.2796 -0.5378
C -2.8638 0.2191 -0.0614
O -3.0243 0.5571 1.1499
C 0.9148 0.1998 -0.3924
C 0.6626 0.1629 -1.8605
N 2.0234 0.9406 0.1335
C 2.7860 0.1169 1.0492
H -0.5427 1.7169 -0.2298
H -0.4933 0.6593 1.2207
H -1.4162 -2.0320 1.3454
H -3.3204 -0.7832 -0.2427
H -3.0617 0.9714 -0.8869
H -0.8231 -2.1294 1.7556
H -0.5122 -0.2371 -1.5555
H 1.0825 -0.6648 -2.4350
H 0.4171 1.1062 -2.3423
H 0.9314 -0.8676 -0.0956
H 2.1366 -0.5481 1.6566
H 3.3851 0.8100 1.6410
H 3.4872 -0.5811 0.5534



21
Properties=species:S:1:pos:R:3 method="wB97M-V/def2-TZVPD" lumo_energy_ev=-7.8 charge=+1 homo_ev=-13.14 orbital_gap_ev=5.293 mol_weight_g_mol=117.17 energy_ev=-10411.077
C -0.3903 -1.4160 -1.0301
O -0.5018 -2.8186 -1.0013
C 1.0979 -1.1011 -1.0136
C 1.3073 0.3841 -0.6541
C 0.8825 0.7870 0.7392
C -0.4002 0.7116 0.9417
N -2.2677 2.7831 3.0205
N 1.6613 -1.3834 -2.3108
H -0.6985 -1.0107 -0.0508
H -0.9541 -0.9660 -1.8181
H -1.4116 -3.1045 -1.1347
H 1.6372 -1.6831 -0.2687
H 0.7744 0.9379 -1.4451
H 2.3778 0.6952 -0.7310
H 1.6325 1.0612 1.4845
H -0.9241 1.4584 1.5862
H -2.3706 1.8125 2.7965
H -2.3596 3.4417 2.2682
H -2.7336 3.0668 3.8640
H 1.0851 -1.8076 -3.0185
H 2.5562 -1.8487 -2.2241



21
Properties=species:S:1:pos:R:3 method="wB97M-V/def2-TZVPD" lumo_energy_ev=-8.1 charge=+1 homo_ev=-12.72 orbital_gap_ev=4.655 mol_weight_g_mol=117.17 energy_ev=-10406.563
C 1.9569 -0.8624 -1.2695
C 0.5832 -0.2032 -1.0627
C 0.4170 1.1005 -0.4475
C 0.2333 1.3455 0.9498
C -1.3300 1.3137 0.1191
N -1.9274 0.4756 1.2694
O -1.7264 2.4766 -0.0309
N -0.0855 -1.9248 0.6164
H 2.7042 -0.4358 -0.5958
H 1.8679 -1.9434 -1.1981
H 2.2646 -0.6556 -2.3060
H -0.0542 -0.3941 -1.9204
H -1.7208 0.5908 -0.6671
H 0.8958 1.9740 -0.9321
H 0.0590 2.1936 1.6178
H 0.5821 0.6190 1.6903
H -1.6845 -0.5120 1.1699
H -2.9426 0.5398 1.2309
H -0.0085 -0.9949 -0.1716
H 0.3663 -1.8564 1.5187
H -0.4506 -2.8465 0.4191



21
Properties=species:S:1:pos:R:3 method="wB97M-V/def2-TZVPD" lumo_energy_ev=-7.6 charge=+1 homo_ev=-12.12 orbital_gap_ev=4.530 mol_weight_g_mol=117.17 energy_ev=-10407.956
C -1.7013 -2.3775 1.0442
O -2.2166 -0.8989 1.4050
C -0.7487 -2.5276 -0.0184
C 0.4117 -1.6150 -0.0106
C 0.2929 -0.2201 -0.7226
C 0.4089 1.7024 -1.0323
N 0.7669 0.9974 0.0282
N 1.7184 3.6398 0.3728
H -2.7684 -2.9156 0.9206
H -1.1811 -2.7931 1.9029
H -2.6058 -0.5941 0.5371
H -0.9976 -3.2191 -0.7569
H 0.5870 -1.2075 0.9890
H 1.4219 -2.1864 -0.1428
H 0.9313 -0.4426 -1.5460
H -0.7718 -0.1866 -1.1465
H -0.5605 2.2416 -1.0523
H 0.9669 1.9508 -1.9857
H 2.2456 4.3384 0.9395
H 1.6775 2.6856 0.8063
H 2.1228 3.6282 -0.5316



21
Properties=species:S:1:pos:R:3 method="wB97M-V/def2-TZVPD" lumo_energy_ev=-3.7 charge=+1 smiles="N[C@H](CO)C/C=C/[NH3+]" homo_ev=-12.40 orbital_gap_ev=8.659 mol_weight_g_mol=117.17 energy_ev=-10415.871
N 2.8795 0.1650 -0.2438
C 1.4963 -0.2937 -0.2303
C 0.9577 -0.3785 -1.6746
O 0.1556 0.7020 -2.1090
C 0.5815 0.5862 0.6304
C -0.6465 -0.1581 1.0312
C -1.8825 0.2264 0.8119
N -3.0189 -0.6333 1.1853
H 3.1472 0.6581 0.5991
H 3.0721 0.7908 -1.0170
H 1.4740 -1.3137 0.1520
H 1.7855 -0.5493 -2.3598
H 0.3129 -1.2619 -1.7513
H 0.7107 1.4521 -2.3471
H 0.3426 1.5003 0.0864
H 1.0842 0.9457 1.5292
H -0.4334 -1.0869 1.5552
H -2.1022 1.1528 0.2960
H -2.7544 -1.2862 1.9288
H -3.7885 -0.0609 1.5496
H -3.3736 -1.1569 0.3776



21
Properties=species:S:1:pos:R:3 method="wB97M-V/def2-TZVPD" lumo_energy_ev=-3.7 charge=+1 homo_ev=-13.15 orbital_gap_ev=9.480 mol_weight_g_mol=117.17 energy_ev=-10416.334
N -0.2332 1.7822 -0.5724
C -0.5780 0.6924 0.2296
C -1.7658 0.6535 0.8392
N -2.7660 1.7340 0.7384
C 0.4369 -0.3633 0.5447
C 0.7870 -1.2995 -0.6372
C 2.1094 -2.0040 -0.3142
O 3.2275 -1.2054 -0.6892
H 0.7152 1.7489 -0.9205
H -0.8970 1.9764 -1.3061
H -2.0458 -0.1735 1.4730
H -2.2684 2.6302 0.8712
H -3.2376 1.7920 -0.1591
H -3.4145 1.6681 1.5202
H 1.3360 0.1360 0.9044
H 0.0739 -0.9502 1.3720
H 0.9985 -0.6826 -1.5124
H -0.0080 -2.0168 -0.7552
H 2.2050 -2.1454 0.7663
H 2.1751 -2.9974 -0.7719
H 3.1498 -0.9755 -1.6209